19
Properties=species:S:1:pos:R:3 method="wB97M-V/def2-TZVPD" e_tot_ha=-323.36692 orbital_gap_ev="7.18 / 8.86" s2=2.0054 largest_force_ev_per_a=6.19 total_charge=+1 lumo_ev="-3.0 / -6.5" spin_multiplicity=3 relative_energy_kj_mol=324.6
C 1.93 -3.45 -0.93
C -1.06 0.88 0.78
C 0.04 -1.31 2.06
C -0.44 -0.35 0.06
N 1.55 -2.40 -1.18
N 0.40 -1.10 0.85
N 0.41 0.17 -1.14
H 2.24 -4.56 -0.92
H 3.02 -4.48 2.33
H -1.64 1.52 0.25
H -0.18 1.45 0.99
H -1.53 0.51 1.55
H 0.55 -2.10 2.61
H 3.14 -4.14 3.11
H -0.64 -0.73 2.64
H -1.26 -0.96 -0.48
H -0.03 0.02 -2.05
H 0.55 1.22 -1.17
H 1.24 -0.42 -1.01